# 1
111
Properties=species:S:1:pos:R:3:forces:R:3 method="wB97M-V/def2-TZVPD" fmax_ev_per_a=1.14 homo_ev="-7.0 / -7.0" gap_ev="5.358 / 5.938"
Ga -0.276072 1.790160 0.335026 0.29 -0.35 -0.08
S -2.073631 3.010326 0.719385 -0.14 0.14 -0.12
C -3.199194 1.769015 0.167591 0.00 0.13 -0.09
N -4.446940 2.130133 0.066115 0.04 -0.20 -0.09
N -5.343869 1.201959 -0.363383 -0.07 -0.01 0.19
C -5.269703 0.342640 -1.461471 -0.11 -0.02 -0.10
C -6.378909 -0.477110 -1.691012 0.07 0.00 0.04
C -6.417499 -1.324745 -2.782228 0.02 -0.05 -0.06
C -5.353813 -1.375663 -3.674187 -0.04 -0.01 0.04
C -4.257234 -0.556932 -3.450167 0.04 0.04 -0.01
C -4.202357 0.294934 -2.357194 -0.07 0.09 -0.23
N -2.823890 0.488370 -0.050865 0.12 -0.08 0.56
N -1.584666 0.150773 0.182613 -0.09 0.22 0.06
C -1.390819 -1.196961 0.208834 0.35 -0.25 0.04
C -0.181296 -1.750053 0.735703 -0.65 0.19 0.92
C -0.284653 -3.059409 1.324920 0.27 0.00 -0.49
C -1.339921 -3.868901 1.057915 0.03 -0.03 -0.38
C -2.402313 -3.395993 0.231803 0.14 -0.08 0.18
C -2.433912 -2.096639 -0.166186 -0.18 0.09 -0.07
H -6.281208 1.454714 -0.095160 0.09 0.11 -0.10
H -7.210999 -0.447856 -0.997417 -0.01 0.01 0.01
H -7.286465 -1.951571 -2.935149 -0.01 0.00 -0.01
H -5.385093 -2.033613 -4.531459 0.01 -0.02 0.00
H -3.422975 -0.571749 -4.140469 0.01 0.00 -0.01
H -3.338181 0.925857 -2.213207 -0.10 -0.02 -0.15
H 0.488554 -1.054612 1.237795 0.08 -0.05 -0.26
H 0.535649 -3.407215 1.936971 0.01 0.00 0.07
H -1.382599 -4.864132 1.480827 0.02 -0.01 -0.06
H -3.213444 -4.058917 -0.037295 -0.02 -0.02 -0.01
H -3.287432 -1.705469 -0.704582 0.06 -0.03 -0.01
S -2.140644 1.272563 6.663982 0.04 -0.01 0.00
C -1.200775 1.141524 5.316179 -0.19 -0.05 0.00
S -0.404164 2.486485 4.557128 0.06 0.11 0.00
C 0.194935 1.447137 3.308825 -0.02 0.03 -0.09
N -0.160845 0.216749 3.429342 0.05 0.12 0.03
N -0.934825 0.046700 4.551143 0.11 -0.07 0.10
C -1.342950 -1.294963 4.822937 -0.10 -0.04 -0.09
C -1.241527 -1.824076 6.099279 0.04 -0.07 0.04
C -1.606307 -3.145247 6.310017 0.04 0.04 0.04
C -2.064899 -3.927515 5.260467 -0.02 0.05 -0.07
C -2.161151 -3.383076 3.987159 -0.12 -0.06 0.23
C -1.800982 -2.065017 3.764486 -0.13 0.10 0.11
S 1.220057 2.048240 2.019274 0.03 -0.06 0.12
H -0.888572 -1.211316 6.914512 0.01 0.00 0.00
H -1.525172 -3.563343 7.304105 0.00 -0.01 0.02
H -2.348513 -4.956687 5.434340 -0.02 -0.02 0.01
H -2.525338 -3.981754 3.162961 -0.03 0.06 0.16
H -1.873723 -1.626606 2.778859 -0.06 0.01 0.07
Se 3.707436 0.781280 -1.947166 -0.10 -0.02 0.06
C 2.054170 0.992308 -1.375224 -0.02 -0.17 -0.11
N 0.932350 1.069385 -1.033582 -0.02 0.27 0.01
C 1.491084 3.996074 -2.809264 -0.02 0.01 -0.01
P 0.972643 4.311427 -1.081078 -0.14 0.10 0.05
C 0.137974 5.930795 -1.318020 0.07 0.02 0.05
C 0.850656 7.036550 -1.785894 0.03 0.00 0.05
C 0.214944 8.246819 -1.996166 -0.01 0.02 -0.01
C -1.145479 8.372553 -1.736680 0.00 -0.01 -0.01
C -1.860152 7.284337 -1.266509 0.02 0.00 -0.01
C -1.220344 6.067226 -1.058309 -0.03 -0.03 -0.03
C 2.518339 4.845429 -0.267526 -0.03 0.03 -0.04
C 3.780329 4.577215 -0.784179 0.03 -0.02 0.02
C 4.920066 4.994690 -0.106669 -0.01 -0.01 0.00
C 4.806508 5.682249 1.089799 0.00 0.00 0.02
C 3.548114 5.945703 1.618351 0.01 -0.01 0.00
C 2.414032 5.525769 0.947281 -0.01 -0.05 0.01
H 2.005553 4.860855 -3.230032 0.00 0.00 0.00
H 0.587658 3.804831 -3.390235 0.01 0.01 0.00
H 2.135971 3.123570 -2.883129 0.02 -0.05 0.01
H 1.916469 6.954124 -1.966845 0.00 -0.01 -0.01
H 0.779433 9.096388 -2.358308 0.00 0.01 0.00
H -1.642569 9.319732 -1.900229 0.00 0.02 0.00
H -2.917255 7.376192 -1.055536 -0.02 0.00 0.00
H -1.784936 5.220622 -0.693292 -0.01 -0.01 0.00
H 3.888156 4.028831 -1.709721 0.00 -0.01 -0.04
H 5.896862 4.779302 -0.519711 0.01 -0.01 -0.01
H 5.694192 6.009686 1.614782 0.01 0.00 0.01
H 3.453222 6.475535 2.556996 0.00 0.01 0.01
H 1.435340 5.727682 1.367822 -0.02 0.02 0.00
C 2.297087 -4.473428 -4.216410 0.04 0.00 -0.03
Si 0.525084 -4.359612 -3.638973 0.08 0.11 0.09
C -0.382317 -5.935652 -4.052275 -0.02 -0.03 0.01
C -0.320014 -2.861441 -4.376847 0.01 0.06 -0.01
C 0.507328 -4.125337 -1.764274 -0.10 0.05 -0.02
Te 1.449608 -2.307327 -1.192526 0.44 0.06 -0.32
C 3.024712 -3.217153 -0.079737 -0.01 -0.05 -0.17
Si 3.807736 -2.539056 1.520268 -0.03 -0.03 -0.01
C 3.098644 -3.453696 2.993784 -0.03 0.02 0.01
C 3.616727 -0.713320 1.775696 0.02 0.07 -0.08
C 5.614538 -2.981192 1.340003 0.02 0.01 0.02
H 2.347401 -4.543270 -5.304628 0.00 -0.02 -0.02
H 2.790732 -5.356035 -3.804733 0.02 -0.02 0.01
H 2.872189 -3.592819 -3.919675 -0.02 0.00 0.00
H -0.367903 -6.109903 -5.129400 -0.01 -0.02 -0.03
H -1.424675 -5.901708 -3.732598 -0.03 0.01 0.01
H 0.091218 -6.792603 -3.570046 0.00 -0.03 0.00
H -0.776512 -3.085183 -5.342153 0.02 -0.02 -0.03
H 0.392846 -2.047295 -4.528943 -0.02 0.01 0.02
H -1.110875 -2.492915 -3.718269 -0.05 -0.01 0.00
H 1.009600 -4.924543 -1.219948 0.00 -0.03 0.01
H -0.520263 -4.056118 -1.402197 0.05 -0.06 0.02
H 3.830884 -3.294062 -0.813430 -0.01 -0.05 0.01
H 2.668542 -4.230017 0.119291 0.03 -0.02 0.01
H 2.199349 -2.973588 3.381701 -0.08 0.01 0.00
H 3.832545 -3.444824 3.802556 0.01 -0.01 0.02
H 2.866493 -4.496916 2.772223 0.01 -0.03 0.00
H 2.581041 -0.371439 1.759255 -0.02 -0.03 -0.01
H 4.164639 -0.134087 1.029217 -0.03 0.00 0.00
H 4.010733 -0.455333 2.761905 0.03 0.02 0.02
H 5.752353 -4.051618 1.177613 0.01 -0.03 0.00
H 6.170789 -2.704946 2.237430 0.02 0.00 0.02
H 6.059261 -2.451860 0.495376 0.01 0.01 -0.02

=====

# 2
11
Properties=species:S:1:pos:R:3:forces:R:3 method="wB97M-V/def2-TZVPD" fmax_ev_per_a=0.75 homo_ev=-3.5 gap_ev=8.039 charge=-1
C -0.147778 -1.689744 -0.025809 0.07 -0.09 -0.31
O 0.267567 -0.444166 -0.375144 -0.04 0.43 -0.24
H -1.114990 -1.703926 0.518225 -0.09 -0.09 0.09
H 0.583487 -2.213237 0.622306 0.03 -0.16 0.19
H -0.285000 -2.377081 -0.900599 -0.04 0.11 0.17
H -0.665044 0.671597 -1.137707 0.38 0.03 0.11
H -0.069071 1.735180 -2.055132 0.01 -0.03 0.04
O -0.899909 1.523719 -1.622406 -0.28 0.04 -0.17
H 0.665193 0.530361 1.013371 -0.17 -0.66 0.31
H 0.599201 -0.212456 2.358803 -0.04 -0.06 -0.17
O 0.791009 0.656781 2.001321 0.17 0.49 -0.02

=====

# 3
127
Properties=species:S:1:pos:R:3:forces:R:3 method="wB97M-V/def2-TZVPD" fmax_ev_per_a=5.77 homo_ev=-8.3 gap_ev=8.703
C 0.860286 -1.680300 -2.842799 -0.22 -0.04 0.03
C -0.678447 -1.663134 -2.659129 0.96 0.33 0.63
C -1.094199 -0.571516 -1.666346 -0.50 -0.23 -0.02
C -2.557523 -0.738330 -1.208418 0.46 0.10 -0.96
C -3.504954 -0.246316 -2.321676 -0.29 0.09 1.07
C -3.804485 1.267777 -2.206549 0.60 -0.40 -0.98
C -3.555476 1.996748 -3.548270 -0.65 0.36 0.49
C -3.115607 3.445398 -3.350417 0.17 -0.16 0.40
C -1.753684 3.590042 -2.606787 -1.41 0.15 -0.38
C -1.924472 4.587624 -1.457512 0.92 0.23 -0.05
C -0.615712 5.192832 -0.871032 -0.30 -0.67 -0.04
C 0.694637 4.671604 -1.463190 0.18 0.81 0.16
C 1.165239 5.398159 -2.728819 1.19 -0.33 0.30
C 2.681930 5.149891 -2.936149 -0.43 -0.66 -0.53
C 2.867519 3.924576 -3.843004 0.41 0.43 0.43
C 4.325072 3.523094 -4.068421 -0.65 -0.27 -0.92
C 4.418466 2.446592 -5.183178 0.52 -0.06 0.34
C 5.086497 1.152002 -4.718195 -0.58 -0.52 -0.39
C 4.290059 0.428571 -3.608089 0.89 0.01 0.58
C 5.115076 0.262190 -2.299003 -0.49 0.06 -0.21
Si 4.030459 0.154817 -0.767831 0.76 -0.28 0.34
O 4.661416 1.179641 0.410874 -0.97 0.28 -0.70
Si 4.060443 2.737435 0.334642 0.31 0.08 0.41
H 1.334039 -0.883412 -2.268169 -0.03 0.07 -0.09
H 1.165949 -1.572271 -3.881967 0.04 -0.03 -0.05
H 1.262040 -2.617037 -2.458610 0.15 -0.05 -0.11
H -0.945467 -2.612341 -2.194619 -0.38 -0.13 -0.34
H -1.163713 -1.532022 -3.622580 -0.22 -0.20 0.01
H -0.966504 0.415162 -2.123325 0.15 0.06 0.08
H -0.434147 -0.632511 -0.798607 0.08 0.06 0.01
H -2.697330 -0.156683 -0.298212 -0.29 -0.23 0.17
H -2.719136 -1.805569 -1.050828 -0.10 0.03 0.45
H -4.455885 -0.777426 -2.257372 0.05 -0.18 -0.11
H -3.041888 -0.510094 -3.270268 -0.17 0.14 -0.21
H -4.845420 1.396231 -1.915903 0.01 0.20 0.17
H -3.170610 1.705461 -1.434273 -0.05 0.00 0.12
H -4.519642 2.017040 -4.062080 0.15 -0.15 -0.40
H -2.846325 1.432595 -4.153239 0.10 0.07 -0.07
H -3.092409 3.983001 -4.299317 0.04 -0.02 -0.07
H -3.878907 3.940088 -2.744323 -0.13 0.00 -0.03
H -1.035254 3.914184 -3.354090 0.35 -0.13 0.25
H -1.517168 2.602479 -2.214845 0.54 0.06 -0.06
H -2.446934 4.078842 -0.647068 -0.28 0.04 -0.07
H -2.550026 5.408910 -1.805856 -0.16 -0.02 0.02
H -0.594094 4.976528 0.197744 -0.02 0.07 0.06
H -0.645681 6.278584 -0.966455 0.10 0.05 0.00
H 1.468523 4.880700 -0.719594 0.00 -0.08 0.11
H 0.705132 3.588307 -1.591394 -0.16 -0.04 -0.08
H 0.684322 5.019453 -3.630247 -0.36 0.34 0.00
H 1.028122 6.474750 -2.629024 -0.42 0.00 0.00
H 3.169614 4.928265 -1.986350 0.06 0.28 0.12
H 3.170441 6.014250 -3.388482 0.05 0.04 0.01
H 2.424132 4.154001 -4.815000 -0.09 -0.10 -0.05
H 2.310334 3.090658 -3.405004 -0.05 -0.10 -0.12
H 4.852124 4.410945 -4.419792 0.25 0.04 0.31
H 4.785679 3.146092 -3.155145 0.05 0.19 0.13
H 4.976643 2.836734 -6.036018 0.00 0.05 -0.03
H 3.425207 2.200257 -5.563675 -0.09 0.02 0.07
H 5.136176 0.477812 -5.577604 0.18 0.05 -0.06
H 6.115101 1.316557 -4.396512 0.03 0.16 0.03
H 4.017387 -0.578794 -3.918494 -0.36 0.10 -0.21
H 3.386953 0.991564 -3.371547 -0.17 -0.07 -0.18
H 5.809703 1.100971 -2.224455 -0.03 0.08 0.30
H 5.736295 -0.634867 -2.339237 0.07 -0.01 -0.10
H 4.013125 -1.208636 -0.199211 0.05 -0.04 0.03
H 2.630283 0.511255 -1.084197 0.02 0.12 0.03
H 3.317086 3.051923 1.568104 0.03 0.03 -0.01
H 3.147129 2.898702 -0.815887 0.03 -0.13 -0.07
H 5.171135 3.688877 0.137316 0.08 0.01 0.07
O 0.820876 2.968934 3.798547 -2.47 -2.16 -0.64
P 0.675907 2.310075 5.141352 4.07 2.72 2.94
N 0.084007 3.603884 6.082252 0.09 0.35 -0.24
C 0.276810 3.745585 7.507322 -0.03 -0.54 0.35
C -1.254037 4.040479 5.702847 -0.07 -0.09 -0.44
N 2.357529 2.038991 5.480654 0.11 0.22 0.75
C 3.176066 3.160807 5.919002 -0.13 0.27 0.05
C 3.012313 1.334984 4.384049 -0.21 -0.21 -0.12
N 0.159450 1.016081 6.238354 -1.43 -0.82 -2.44
C 1.089261 0.328572 7.119808 0.44 0.05 0.12
C -0.692589 0.021046 5.557631 -0.31 0.24 -0.02
H -0.377283 3.086944 8.098027 0.00 0.00 -0.02
H 0.064581 4.776422 7.798549 -0.08 0.02 -0.12
H 1.304752 3.553636 7.805651 -0.06 -0.12 -0.07
H -2.029064 3.358907 6.085376 -0.03 0.10 0.09
H -1.347643 4.085738 4.617426 0.08 -0.04 0.01
H -1.452951 5.043349 6.083544 0.07 -0.03 0.11
H 3.023435 4.064676 5.316299 0.05 0.01 0.00
H 4.232718 2.893278 5.867991 -0.03 -0.12 -0.13
H 2.986623 3.403169 6.965254 -0.02 0.06 -0.08
H 3.234893 1.998781 3.543916 -0.03 -0.05 -0.05
H 2.375734 0.528011 4.007989 0.00 0.03 -0.02
H 3.942876 0.876965 4.727259 -0.01 0.06 0.12
H 1.801244 -0.311282 6.590016 0.04 0.01 0.02
H 0.502723 -0.300095 7.797032 -0.17 0.04 -0.14
H 1.642123 1.026411 7.742357 0.05 0.06 -0.14
H -0.126505 -0.600422 4.853643 -0.02 -0.10 0.07
H -1.483177 0.525625 4.994343 0.05 0.00 -0.01
H -1.181497 -0.632152 6.281566 0.06 0.04 0.06
O -3.010984 -4.609322 -0.315766 -2.89 0.18 1.65
P -3.182592 -6.063491 0.016803 4.70 -2.27 -2.45
N -1.894761 -6.308692 1.107758 0.25 0.35 -0.05
C -1.223120 -7.569891 1.324833 -0.37 -0.53 0.00
C -2.048248 -5.589822 2.366668 -0.25 0.38 -0.07
N -2.783131 -6.731280 -1.536994 0.48 -0.57 0.13
C -1.382687 -6.798778 -1.931383 0.21 0.09 0.19
C -3.575208 -6.122522 -2.600099 -0.26 0.06 0.13
N -4.117269 -7.494267 0.487817 -2.01 2.11 0.52
C -4.139663 -8.706056 -0.315875 0.22 -0.16 -0.37
C -5.496315 -7.148182 0.885628 0.11 0.16 0.34
H -1.807849 -8.268504 1.941583 -0.01 0.02 0.00
H -0.273633 -7.389099 1.832913 -0.05 0.13 0.04
H -0.975271 -8.071369 0.392517 -0.15 0.02 0.01
H -2.761602 -6.091416 3.038211 0.11 -0.04 0.07
H -2.407132 -4.575997 2.186328 -0.01 -0.04 -0.09
H -1.088771 -5.503619 2.878763 0.04 -0.12 -0.05
H -0.836238 -5.867686 -1.734888 0.02 0.00 -0.04
H -1.305737 -7.018632 -2.997354 -0.16 0.07 -0.03
H -0.868982 -7.617493 -1.426997 0.02 0.10 0.01
H -3.204930 -5.129580 -2.877594 -0.06 0.03 0.03
H -4.618415 -6.010768 -2.289692 0.02 0.02 0.00
H -3.566027 -6.762964 -3.485036 0.06 -0.06 0.04
H -4.668035 -8.589752 -1.266758 0.03 -0.02 -0.03
H -4.648499 -9.481160 0.265416 -0.07 0.17 0.13
H -3.137045 -9.073500 -0.515426 0.02 0.14 -0.07
H -6.112887 -6.845011 0.031206 -0.07 -0.10 0.01
H -5.484778 -6.318419 1.598572 0.01 0.00 -0.05
H -5.980591 -7.990286 1.381454 0.07 -0.05 -0.03